1.
The following is a DFT calculation (ωB97M-V/def2-TZVPD) of the molecule C5H7NO in a non-equilibrium geometry.

XYZ file:
```
14
Properties=species:S:1:pos:R:3:forces:R:3:mulliken_charge:R:1
C 1.189 -0.308 1.084 0.116 -0.252 -0.186 -1.319
C -0.165 -0.727 0.497 0.292 -1.157 -0.887 0.337
C -0.040 -1.788 -0.711 -0.300 1.253 0.125 0.164
N -0.218 -2.038 -1.837 0.740 -0.702 1.815 -0.508
C -0.942 0.350 -0.293 -0.076 -0.142 -0.350 -0.574
C -0.371 1.692 -0.649 0.301 0.066 0.154 -0.016
O 0.735 2.109 -0.408 -0.510 -0.134 -0.054 -0.468
H 1.883 -0.202 0.255 0.258 -0.009 0.148 0.342
H 1.544 -1.069 1.782 0.066 -0.011 -0.146 0.377
H 1.191 0.660 1.600 -0.447 -0.351 -0.169 0.332
H -0.805 -1.180 1.260 0.124 0.054 -0.151 0.366
H -0.925 -0.174 -1.239 -0.787 1.134 -0.763 0.242
H -2.006 0.401 -0.052 0.153 0.219 0.299 0.383
H -1.070 2.274 -1.289 0.072 0.033 0.166 0.342
```
Positions in Å, forces in eV/Å.

multiplicity: 1
LUMO: 0.019 Eh
structure (SMILES): C[C@H](C#N)CC=O


2.
The following is a DFT calculation (ωB97M-V/def2-TZVPD) of a structure of composition C27H40As2Cl2N6NdO4 in a non-equilibrium geometry.

XYZ file:
```
82
Properties=species:S:1:pos:R:3:forces:R:3:mulliken_charge:R:1
Nd -1.394 -0.805 0.007 -0.146 -2.184 1.548 -0.424
N 0.207 0.958 -0.307 4.889 -1.437 -3.401 0.090
C 0.522 1.670 0.924 -0.024 0.398 -0.857 0.132
C 1.511 2.807 0.718 0.040 0.216 0.683 -0.757
C 2.048 3.334 2.057 -0.316 0.198 -0.221 -0.101
C 3.104 4.412 1.891 0.079 -0.187 0.542 -1.295
N 4.384 3.847 1.428 0.165 0.331 -0.901 -0.139
C 4.804 3.777 0.161 0.004 -0.166 0.525 0.879
N 5.995 3.223 -0.100 0.295 -0.167 -0.072 -0.441
N 4.083 4.239 -0.862 -0.433 0.271 0.199 -0.337
C -0.873 2.014 1.485 0.386 2.596 0.844 0.787
O -1.015 3.141 2.032 -0.138 -2.247 -0.855 -0.802
O -1.689 1.078 1.246 -0.821 1.369 1.081 -0.353
H 1.168 0.403 -0.818 -3.365 2.513 2.532 -0.755
H -0.075 1.507 -1.146 0.135 0.362 1.205 0.494
H 0.958 0.939 1.618 0.200 0.653 -1.038 -0.384
H 1.045 3.627 0.158 -0.139 -0.035 0.065 0.362
H 2.348 2.434 0.118 -0.033 -0.170 -0.045 0.152
H 2.470 2.502 2.636 0.029 0.096 -0.012 0.297
H 1.235 3.756 2.654 -0.085 -0.152 -0.188 0.389
H 3.310 4.869 2.866 0.039 0.004 -0.260 0.442
H 2.784 5.226 1.233 0.067 -0.126 -0.002 0.430
H 5.002 3.498 2.148 -0.049 -0.002 -0.207 0.251
H 6.563 2.828 0.638 -0.162 0.154 -0.215 0.184
H 6.337 3.139 -1.047 -0.084 0.036 0.270 0.199
H 3.150 4.607 -0.712 0.317 -0.170 -0.014 0.193
H 4.395 4.167 -1.819 0.055 -0.046 0.256 0.211
C 2.521 -3.733 -0.198 0.678 0.046 0.584 -1.349
As 0.951 -2.542 -0.311 0.765 -1.421 0.110 1.153
C -0.105 -3.989 -1.180 0.607 -0.523 -2.247 -1.245
C 1.819 -1.165 -1.488 -0.452 -0.894 -1.721 0.392
C 3.162 -0.818 -1.278 -0.042 0.043 -0.191 -0.647
C 3.791 0.155 -2.052 -0.848 0.248 -0.254 -0.953
C 3.070 0.822 -3.051 0.268 -0.287 0.495 -1.015
C 1.736 0.507 -3.265 0.064 -0.203 0.189 -0.091
C 1.091 -0.481 -2.507 0.667 0.844 -0.549 -0.002
As -0.835 -0.820 -2.877 0.402 -2.121 -1.433 0.854
C -0.529 -1.233 -4.785 -0.081 -0.492 -0.258 -1.209
C -2.052 0.649 -3.177 1.487 2.824 -1.707 -1.008
H 2.907 -4.002 -1.203 -0.341 0.226 0.597 0.380
H 2.219 -4.653 0.341 0.080 0.529 -0.350 0.422
H 3.321 -3.250 0.397 -0.325 -0.375 -0.343 0.399
H 0.522 -4.578 -1.881 0.161 0.050 0.325 0.389
H -0.965 -3.567 -1.738 0.887 -0.591 0.512 0.526
H -0.489 -4.654 -0.381 0.324 0.729 -0.316 0.362
H 3.748 -1.300 -0.504 -0.131 -0.137 -0.029 0.322
H 4.825 0.405 -1.883 0.194 -0.051 0.064 0.496
H 3.557 1.580 -3.645 0.022 0.061 -0.148 0.503
H 1.190 1.046 -4.034 0.007 -0.062 0.044 0.424
H -0.128 -0.349 -5.318 -0.211 -0.426 0.377 0.383
H -1.499 -1.511 -5.241 0.527 0.134 0.235 0.423
H 0.181 -2.081 -4.894 -0.489 0.559 0.129 0.340
H -1.724 1.241 -4.053 -0.245 -0.367 0.108 0.428
H -2.057 1.303 -2.280 0.247 -0.001 -1.795 0.376
H -3.070 0.251 -3.351 0.873 0.051 -0.064 0.277
Cl -8.859 -0.500 0.575 0.436 -0.090 0.057 -0.231
C -7.138 -0.804 0.734 0.382 0.655 -0.866 -0.183
C -6.674 -1.653 1.729 0.734 -0.383 0.374 -0.501
C -5.309 -1.898 1.860 -2.111 0.183 0.070 0.311
Cl -4.772 -2.982 3.137 -3.845 1.202 -0.402 -0.337
C -4.389 -1.289 0.987 0.693 0.343 -0.313 0.470
O -3.164 -1.537 1.140 -0.238 0.923 -0.165 -0.123
C -4.846 -0.409 -0.046 -1.940 0.982 -1.066 0.478
C -4.065 0.344 -1.080 -8.152 -1.527 3.235 0.028
O -2.926 0.301 -1.170 5.691 -0.475 1.289 -0.358
C -6.238 -0.193 -0.137 -0.724 -0.348 0.492 -1.252
H -7.376 -2.126 2.405 0.050 0.013 -0.014 0.515
H -4.608 0.966 -1.782 -0.881 0.349 -0.329 0.386
H -6.643 0.463 -0.900 0.078 0.018 -0.025 0.434
C -2.195 -3.365 2.582 1.519 -1.145 0.178 -1.201
C -1.193 -2.350 2.982 -0.205 -0.757 0.321 0.381
N -0.747 -1.349 2.253 0.488 -0.541 1.596 0.769
C 0.160 -0.690 3.041 0.628 0.013 1.096 -0.489
C 0.267 -1.296 4.269 0.252 0.559 -0.559 -0.796
N -0.599 -2.353 4.219 -0.381 -0.049 -0.706 -0.005
H -2.542 -3.183 1.561 0.420 -0.539 0.708 -0.072
H -3.063 -3.332 3.248 2.425 -0.310 -0.340 0.245
H -1.763 -4.370 2.621 0.230 -0.049 0.144 0.462
H 0.685 0.186 2.682 -0.342 -0.823 0.997 0.620
H 0.864 -1.076 5.142 -0.107 0.035 -0.175 0.420
H -0.775 -3.020 4.957 -0.042 0.154 -0.256 0.209
H -1.622 -2.910 -0.379 -1.055 1.107 0.832 -0.215
```
Positions in Å, forces in eV/Å.

multiplicity: 4
LUMO (alpha / beta): -0.108 / -0.108 Eh
charge: +1


3.
The following is a DFT calculation (ωB97M-V/def2-TZVPD) of a structure of composition C2H4NO5S2 in a non-equilibrium geometry.

XYZ file:
```
14
Properties=species:S:1:pos:R:3:forces:R:3:mulliken_charge:R:1
C 1.893 -0.242 -0.566 -2.121 -1.241 -0.121 -1.292
C 0.599 -0.326 0.257 -1.640 -0.412 -1.438 0.352
N -0.478 -1.230 -0.481 4.158 0.990 1.324 -0.594
O -1.725 0.874 -0.051 -1.405 -1.866 0.331 -0.347
O -2.921 -1.224 -0.837 1.645 0.520 0.917 -0.636
O -2.176 -1.136 1.443 0.494 0.184 1.564 -0.579
O 0.030 2.241 -0.789 0.876 -1.926 0.529 -0.694
O -0.344 2.030 1.586 0.791 -2.537 -1.542 -0.693
S -1.830 -0.898 0.089 -4.087 -0.495 -2.650 0.914
S -0.303 1.289 0.287 0.416 6.217 1.211 1.154
H 1.630 0.142 -1.550 0.278 -0.148 -0.090 0.327
H 2.626 0.371 -0.093 0.622 0.235 0.375 0.378
H 2.110 -1.326 -0.581 0.734 0.626 -0.420 0.321
H 0.891 -0.565 1.286 -0.760 -0.148 0.008 0.389
```
Positions in Å, forces in eV/Å.

multiplicity: 1
LUMO: 0.129 Eh
charge: -1


What did the third record say?
The following is a DFT calculation (ωB97M-V/def2-TZVPD) of a structure of composition C2H4NO5S2 in a non-equilibrium geometry.

XYZ file:
```
14
Properties=species:S:1:pos:R:3:forces:R:3:mulliken_charge:R:1
C 1.893 -0.242 -0.566 -2.121 -1.241 -0.121 -1.292
C 0.599 -0.326 0.257 -1.640 -0.412 -1.438 0.352
N -0.478 -1.230 -0.481 4.158 0.990 1.324 -0.594
O -1.725 0.874 -0.051 -1.405 -1.866 0.331 -0.347
O -2.921 -1.224 -0.837 1.645 0.520 0.917 -0.636
O -2.176 -1.136 1.443 0.494 0.184 1.564 -0.579
O 0.030 2.241 -0.789 0.876 -1.926 0.529 -0.694
O -0.344 2.030 1.586 0.791 -2.537 -1.542 -0.693
S -1.830 -0.898 0.089 -4.087 -0.495 -2.650 0.914
S -0.303 1.289 0.287 0.416 6.217 1.211 1.154
H 1.630 0.142 -1.550 0.278 -0.148 -0.090 0.327
H 2.626 0.371 -0.093 0.622 0.235 0.375 0.378
H 2.110 -1.326 -0.581 0.734 0.626 -0.420 0.321
H 0.891 -0.565 1.286 -0.760 -0.148 0.008 0.389
```
Positions in Å, forces in eV/Å.

multiplicity: 1
LUMO: 0.129 Eh
charge: -1


> What is the formula in the first record?

C5H7NO


> Number 2 is which compound?

C27H40As2Cl2N6NdO4